Below is a molecular structure, C55H100BrF3IN8O, with properties calculated with ωB97M-V/def2-TZVPD.

Calculated values
- LUMO: -2.95 eV
- E_tot: -158912.391 eV
- Net charge: +1
- E_HOMO: -0.3994 hartree

Cartesian coordinates (Å):
C 0.54708 5.07189 5.37812
C 0.61173 4.73590 3.86905
C 0.40729 3.22930 3.63581
C -0.11340 2.88936 2.20648
C 0.98950 2.21661 1.36317
C 0.68298 0.77028 0.91867
N 1.82632 -0.09254 1.23851
C 2.74064 -0.54346 0.11813
C 2.68489 0.21511 -1.20869
C 3.86367 -0.28186 -2.06633
C 4.93283 0.78722 -2.28554
Br 3.27951 -1.00600 -3.77230
C 2.18068 -1.98074 -0.16496
C 1.09980 -2.27804 0.95607
C 0.90550 -3.72434 1.36620
C -0.22963 -4.63732 0.76082
C -1.39826 -4.90162 1.71886
C -2.82880 -5.13645 1.13099
C -3.51299 -4.31123 -0.00214
C -4.87286 -3.71101 0.41784
C -5.21882 -2.41332 -0.32766
C -6.74204 -2.42659 -0.57651
C -7.38575 -1.14781 -1.11217
C -7.41623 -1.13803 -2.65319
O -6.12359 -1.45420 -3.16168
C -5.24549 -0.37481 -3.04729
C 1.65592 -1.33059 2.05640
I 3.55357 -2.41277 2.47412
C 1.08850 -1.28256 3.47720
C -0.17943 -0.48792 3.80719
C -1.47925 -1.10232 3.40160
F -1.80786 -2.15160 4.15335
F -1.52954 -1.44506 2.10910
F -2.45276 -0.18084 3.59278
H 1.54628 5.03478 5.79579
H 0.13681 6.06046 5.52679
H -0.03820 4.33282 5.91394
H 1.60932 4.97558 3.51451
H -0.13161 5.30664 3.33048
H 1.34076 2.70570 3.82862
H -0.29505 2.87275 4.38227
H -0.97696 2.23975 2.34217
H -0.48883 3.77520 1.71154
H 1.93488 2.28430 1.89917
H 1.10883 2.81173 0.46457
H 0.45072 0.80136 -0.12973
H -0.24970 0.46544 1.37020
H 2.44669 0.47129 1.82687
H 3.78516 -0.46260 0.36946
H 2.79016 1.29219 -1.09300
H 1.76965 0.06225 -1.76687
H 4.34402 -1.10459 -1.55067
H 5.89612 0.30927 -2.41215
H 4.96469 1.48152 -1.45519
H 4.73410 1.29649 -3.21968
H 2.88615 -2.76793 -0.39029
H 1.56332 -1.97802 -1.05917
H 0.19871 -1.94041 0.45021
H 1.81530 -4.28307 1.19432
H 0.72435 -3.74319 2.43863
H 0.28087 -5.57642 0.57847
H -0.55110 -4.27568 -0.21118
H -1.17506 -5.84180 2.21488
H -1.39428 -4.16088 2.50832
H -3.49781 -5.03516 1.97725
H -2.84351 -6.16937 0.80072
H -3.74596 -5.02347 -0.78474
H -2.90451 -3.52320 -0.43416
H -4.90283 -3.52615 1.48768
H -5.66651 -4.39418 0.13511
H -4.96425 -1.51960 0.23818
H -4.67925 -2.38441 -1.26731
H -7.20464 -2.63594 0.38299
H -7.00204 -3.20688 -1.28418
H -6.91259 -0.25347 -0.71066
H -8.42622 -1.10516 -0.79058
H -7.70315 -0.15800 -3.03850
H -8.15197 -1.86425 -2.97043
H -5.08668 0.07485 -4.02977
H -5.61607 0.41073 -2.39518
H -4.29191 -0.70701 -2.66208
H 0.94377 -2.31069 3.78475
H 1.86303 -0.91206 4.13618
H -0.22682 -0.38652 4.88464
H -0.11082 0.52534 3.43030
C 3.01680 -8.96283 -1.22336
C 3.16363 -7.52201 -1.69965
C 4.17592 -6.71948 -0.87477
C 3.73401 -6.52439 0.50506
N 3.39123 -6.37477 1.59095
H 2.61801 -9.00880 -0.20885
H 2.33359 -9.50888 -1.87271
H 3.97758 -9.47940 -1.23684
H 2.18931 -7.02920 -1.67684
H 3.49445 -7.52307 -2.73896
H 4.32703 -5.73972 -1.33164
H 5.14641 -7.21721 -0.87693
C -7.38761 0.76267 -6.21401
C -8.66026 1.60270 -6.26645
C -8.36605 3.08241 -6.43590
C -7.68183 3.59798 -5.27453
N -7.14495 4.00263 -4.36287
H -6.78109 1.02037 -5.34351
H -7.63020 -0.29713 -6.14304
H -6.78466 0.90907 -7.11200
H -9.24420 1.43889 -5.35900
H -9.27717 1.27111 -7.10185
H -9.29566 3.63551 -6.57778
H -7.76090 3.25375 -7.32760
C -6.01729 -4.92987 -5.60082
C -4.82964 -5.70496 -5.04160
C -5.22219 -6.67608 -3.92265
C -5.70145 -5.97839 -2.73272
N -6.07377 -5.42867 -1.79714
H -6.46357 -4.28464 -4.84222
H -5.70044 -4.29713 -6.42924
H -6.78810 -5.60751 -5.97150
H -4.07571 -5.00393 -4.67876
H -4.36854 -6.27896 -5.84660
H -4.35814 -7.28199 -3.64517
H -5.99101 -7.36635 -4.27282
C 5.01250 7.24166 0.13347
C 3.57180 6.79747 -0.07299
C 3.19349 5.56106 0.75377
C 3.91509 4.36325 0.33811
N 4.46991 3.40924 0.01728
H 5.71567 6.48326 -0.20796
H 5.21176 8.15356 -0.42792
H 5.21242 7.44601 1.18688
H 3.40019 6.60121 -1.13336
H 2.90434 7.61063 0.21208
H 2.12719 5.37517 0.64852
H 3.37960 5.74378 1.81410
C 8.24221 -0.55118 0.16990
C 7.35967 -1.33269 1.13225
C 7.76905 -2.80019 1.28841
C 7.56496 -3.55785 0.05504
N 7.38025 -4.15031 -0.91025
H 8.17283 -0.94772 -0.84636
H 7.93672 0.48910 0.14291
H 9.28553 -0.58416 0.48045
H 6.31814 -1.27656 0.79843
H 7.40739 -0.85353 2.11242
H 7.17472 -3.26551 2.07773
H 8.81190 -2.87036 1.59979
C 8.96785 5.99246 1.55771
C 7.61554 5.32788 1.32450
C 7.42289 4.05858 2.15254
C 8.33696 2.99566 1.75453
N 9.05294 2.16096 1.43927
H 9.78806 5.34857 1.23811
H 9.03622 6.92117 0.99203
H 9.11135 6.23088 2.61289
H 7.49785 5.10034 0.26372
H 6.82567 6.02964 1.58794
H 6.39937 3.69898 2.03144
H 7.55978 4.27655 3.21331
C -4.80294 8.16201 3.11055
C -3.75264 7.23132 2.51553
C -2.93883 6.50128 3.57201
C -2.11232 7.40733 4.35144
N -1.46973 8.13090 4.96810
H -4.34195 8.96725 3.68395
H -5.39779 8.61721 2.31935
H -5.48141 7.61777 3.76957
H -3.08791 7.79963 1.86234
H -4.24741 6.48922 1.89616
H -2.29146 5.76724 3.08849
H -3.60007 5.94715 4.24062

Below is a molecular structure, C32H37N7O6RhSSi2, with properties calculated with ωB97M-V/def2-TZVPD.

Calculated values
- LUMO (alpha / beta): -4.43 / -5.21 eV
- 2S+1: 5
- E_tot: -86091.501 eV
- Expectation value of S²: 6.011
- Net charge: +1
- E_HOMO (alpha / beta): -0.3501 / -0.4182 hartree

Cartesian coordinates (Å):
Rh -0.55396 0.27952 0.02112
O -0.67149 6.01272 4.97324
N -0.44784 5.80920 3.78973
O -0.01957 6.67480 3.03904
C -0.69880 4.48416 3.28422
C -1.11328 3.55609 4.23169
C -1.34993 2.23326 3.88688
C -1.80801 1.23798 4.78997
C -2.05264 -0.02815 4.34479
C -1.82283 -0.34572 2.98875
N -1.35620 0.54228 2.14577
C -1.12272 1.81551 2.54808
C -0.67468 2.74044 1.58103
N -0.42142 2.26039 0.33489
C -0.17584 3.10827 -0.69193
C -0.07724 4.45561 -0.47450
C -0.21002 4.97148 0.81699
C -0.51656 4.11616 1.89934
H -1.24763 3.88901 5.24974
H -1.96438 1.50781 5.82699
H -2.41460 -0.79990 5.00887
H -2.03273 -1.33620 2.60556
H -0.08864 2.68113 -1.68166
H 0.09678 5.11927 -1.30923
H -0.10294 6.02333 0.99151
C 2.47962 2.29551 1.74358
Si 2.49324 0.46128 1.32342
C 1.93216 -0.54550 2.81532
C 4.24961 -0.05983 0.86846
C 1.48253 -0.08000 -0.27327
C 1.30072 -1.54011 -0.12583
C 2.06936 -2.60392 -0.56940
C 1.64528 -3.89260 -0.27277
C 0.47485 -4.08634 0.44007
C -0.25586 -2.97543 0.83902
N 0.17021 -1.74542 0.57772
Si 2.14089 0.59718 -1.97415
C 0.76763 0.89351 -3.24845
C 3.40057 -0.55742 -2.78025
C 3.02782 2.23500 -1.67006
H 1.77559 2.50356 2.55080
H 2.24227 2.94970 0.90369
H 3.47484 2.57175 2.09956
H 2.27584 -0.05151 3.72684
H 2.36078 -1.54998 2.80257
H 0.84951 -0.64599 2.87849
H 4.88968 0.11531 1.73652
H 4.65411 0.52127 0.03898
H 4.31757 -1.11963 0.61605
H 2.98454 -2.43253 -1.11478
H 2.22677 -4.74366 -0.60298
H 0.10753 -5.07076 0.68703
H -1.18037 -3.10002 1.38319
H 0.80951 0.14019 -4.03640
H 0.91782 1.86414 -3.72726
H -0.23989 0.86130 -2.83999
H 2.94917 -1.47545 -3.16037
H 4.24053 -0.82339 -2.13581
H 3.80689 -0.01757 -3.63935
H 2.38063 3.00304 -1.24686
H 3.39298 2.60877 -2.62978
H 3.89072 2.13550 -1.00927
N -4.75200 1.71435 -0.70234
C -3.83826 0.75836 -0.42787
N -4.27785 -0.41951 0.03492
O -2.62676 1.04767 -0.58163
H -5.73988 1.58259 -0.59140
H -4.41104 2.61515 -0.98407
H -5.26499 -0.61636 0.02430
H -3.67036 -1.23461 -0.07740
O -4.52305 -4.03891 -1.84893
S -3.15996 -4.08641 -1.42978
O -2.80062 -4.97004 -0.35402
N -2.63267 -2.55853 -1.04470
C -1.62989 -2.18366 -1.79315
O -1.03490 -1.06195 -1.72835
C -1.20998 -3.19318 -2.81233
C -0.14627 -3.09865 -3.69027
C 0.09538 -4.16918 -4.54153
C -0.71606 -5.29928 -4.51088
C -1.77997 -5.39131 -3.61917
C -2.00777 -4.32252 -2.77890
H 0.47685 -2.21420 -3.69580
H 0.92317 -4.12326 -5.23749
H -0.52055 -6.11499 -5.19355
H -2.41102 -6.26995 -3.59087

Below is a molecular structure, C45H64AsIN4O2PSSi4TcTe, with properties calculated with ωB97M-V/def2-TZVPD.

Calculated values
- LUMO (alpha / beta): -4.33 / -3.63 eV
- 2S+1: 2
- E_tot: -187818.384 eV
- Expectation value of S²: 1.179
- Net charge: +1
- E_HOMO (alpha / beta): -0.3278 / -0.3297 hartree

Cartesian coordinates (Å):
Tc 0.30560 1.06470 -0.07070
N 0.28460 0.64490 8.15300
C 0.53070 0.23570 6.87450
C 1.35850 0.99660 6.03880
C 1.54790 0.62800 4.72640
C 0.93580 -0.51230 4.23380
C 0.12260 -1.28690 5.04090
C -0.08250 -0.91400 6.35360
S 1.10650 -0.78860 2.50440
O 2.42820 -0.38760 2.09450
O 0.71470 -2.13810 2.12800
N 0.10780 0.27480 1.79820
C -1.15100 -0.15650 1.75340
N -1.83290 0.16510 0.63750
C -3.14040 -0.07030 0.63940
C -3.77120 -0.66420 1.71130
C -2.95000 -1.07400 2.76030
N -1.66170 -0.82800 2.78430
H 0.88590 1.34070 8.56140
H -0.13370 -0.00970 8.79010
H 1.83530 1.88660 6.41940
H 2.17850 1.21140 4.07230
H -0.35010 -2.16630 4.62960
H -0.73010 -1.50230 6.98770
H -3.67080 0.24260 -0.25250
H -4.83580 -0.81760 1.72520
H -3.33320 -1.60040 3.62370
I 1.22820 -1.36610 -0.55460
C 2.65080 -2.58630 0.22850
C 3.89480 -2.09360 0.46180
C 4.91700 -2.98410 0.82380
C 4.69570 -4.33170 0.78020
C 3.41590 -4.84860 0.48670
C 3.16640 -6.22610 0.34560
C 1.90080 -6.68940 0.10520
C 0.82380 -5.80030 0.05380
C 1.02710 -4.44340 0.16750
P -0.43290 -3.36010 0.17660
C -1.52440 -4.16590 1.40610
C -2.86730 -3.78960 1.42440
C -3.70520 -4.21020 2.43980
C -3.18720 -4.94140 3.49470
C -1.83960 -5.25850 3.51960
C -1.00850 -4.88250 2.48170
C -0.99880 -3.85660 -1.50580
C -2.30190 -4.18900 -1.85420
C -2.64840 -4.37810 -3.18110
C -1.70210 -4.22850 -4.18150
C -0.38960 -3.94130 -3.84510
C -0.04450 -3.76030 -2.52130
C 2.33540 -3.94200 0.30310
H 4.10390 -1.03550 0.38930
H 5.88540 -2.58560 1.08370
H 5.49620 -5.02920 0.97090
H 4.00180 -6.90600 0.40960
H 1.71180 -7.74360 -0.02870
H -0.18060 -6.17740 -0.09200
H -3.26140 -3.16360 0.63270
H -4.75340 -3.94520 2.42990
H -3.83160 -5.24710 4.30400
H -1.42160 -5.79340 4.35830
H 0.04080 -5.14280 2.52420
H -3.04220 -4.33330 -1.08200
H -3.66530 -4.64450 -3.43010
H -1.97750 -4.36000 -5.21620
H 0.36570 -3.85320 -4.61310
H 0.99990 -3.58400 -2.28230
C 2.25570 2.03570 -0.04270
H 2.79320 1.30210 0.56200
H 2.37430 3.00410 0.45830
H 2.79240 2.11310 -0.99880
C 1.21730 0.30660 -3.60340
As -0.08520 1.00530 -2.35260
C -0.78820 2.42000 -3.62840
C -1.62640 -0.13130 -2.66690
H 0.90820 0.46350 -4.63750
H 1.33150 -0.75690 -3.42320
H 2.18770 0.77800 -3.44000
H -0.85110 1.92960 -4.60960
H -0.14400 3.30660 -3.71040
H -1.79950 2.74660 -3.33510
H -1.68290 -0.39080 -3.72530
H -2.56270 0.35600 -2.36810
H -1.49760 -1.04570 -2.08970
C 1.82870 5.17700 -2.74830
Si 1.85390 6.19650 -1.11460
C 3.46830 5.70500 -0.18970
C 1.87010 8.07850 -1.47120
Si -0.22740 5.55450 0.06910
Te -0.72680 3.26080 -0.62860
Si -0.12320 5.99710 2.43000
C -0.25290 7.89200 2.68230
C 1.47950 5.38030 3.30510
C -1.59880 5.10360 3.26760
Si -2.13300 6.65090 -0.96830
C -1.94400 8.57220 -0.95530
C -3.70380 6.17350 0.02360
C -2.32410 6.05540 -2.78190
H 2.73540 5.30560 -3.32940
H 0.99140 5.46820 -3.37410
H 1.73060 4.10920 -2.52680
H 4.23780 6.46260 -0.29040
H 3.87490 4.77880 -0.58350
H 3.29360 5.56240 0.86970
H 2.77520 8.39850 -1.97690
H 1.79310 8.63770 -0.54740
H 1.02860 8.36000 -2.09070
H 0.52040 8.39870 2.12100
H -0.16150 8.19450 3.71990
H -1.20580 8.25080 2.31760
H 2.36290 5.85860 2.89800
H 1.59220 4.30720 3.18570
H 1.46590 5.58880 4.37110
H -2.53820 5.55480 2.97580
H -1.55100 5.11160 4.35100
H -1.62450 4.06920 2.93840
H -1.79080 8.94410 0.05010
H -2.81770 9.07140 -1.36160
H -1.09040 8.88720 -1.54180
H -3.77120 6.71490 0.95870
H -3.65360 5.11210 0.24830
H -4.61700 6.36290 -0.52730
H -1.41160 6.20290 -3.34530
H -3.12360 6.56100 -3.30970
H -2.54090 4.99140 -2.76370

Below is C3H4OS in the gas phase, with properties calculated with ωB97M-V/def2-TZVPD.

Calculated values
- LUMO: 0.61 eV
- SMILES string: O=C1CCS1
- E_tot: -16057.532 eV
- Net charge: 0
- ΔE to the lowest compared entry with this formula, charge and spin: 13.3 kcal per mole
- E_HOMO: -0.3538 hartree

Cartesian coordinates (Å):
O -2.31476 -0.88008 0.00396
C -1.10681 -0.63023 -0.00177
C -0.26921 0.67811 -0.08608
C 0.98806 -0.08989 0.05595
S 0.31078 -1.70041 -0.04410
H -0.38776 1.20616 0.80437
H -0.36133 1.45520 -0.85481
H 1.49067 -0.00441 0.97979
H 1.65036 -0.03445 -0.85731

Calculated max |F| in order - 3.45, 3.49, 4.73, 4.27 eV/A